(1)
ORCA calculation (the ωB97M-V functional and the def2-TZVPD basis) on 2 unconnected molecules or ions with the total composition C3H12N2O2 in a non-equilibrium geometry.

Orbital gap in eV: 10.008
SMILES: NC[C@@H](N)CO.O
Total charge: 0
Largest force on an atom in eV Å⁻¹: 2.6

```
19
Properties=species:S:1:pos:R:3:forces:R:3:mulliken_charge:R:1
N -0.675 3.001 0.337 0.070 -0.388 0.793 -0.55
C -0.809 1.691 0.940 -0.425 -2.255 0.375 -0.58
C -0.583 0.482 -0.011 -0.272 0.336 0.723 0.26
N 0.115 -0.669 0.616 -1.358 -0.331 0.162 -0.63
C -1.984 0.125 -0.535 1.342 0.986 -2.043 -0.60
O -1.916 -1.067 -1.305 -0.899 -1.068 0.997 -0.55
H -0.884 3.645 1.098 -0.121 0.405 -0.836 0.25
H -1.255 3.132 -0.488 -0.113 0.123 0.522 0.22
H -1.781 1.427 1.522 1.137 0.885 -0.870 0.22
H -0.032 1.485 1.662 0.416 0.893 0.527 0.30
H 0.112 0.742 -0.809 -0.514 0.562 -0.400 0.22
H 0.335 -0.547 1.604 -0.247 0.165 -0.254 0.23
H -0.556 -1.442 0.538 0.700 -0.008 0.210 0.26
H -2.769 0.183 0.238 0.394 -1.042 -0.182 0.35
H -2.243 0.944 -1.223 -0.131 0.082 0.169 0.29
H -1.739 -0.971 -2.241 0.020 0.653 0.113 0.32
O 5.704 -3.827 -0.905 0.263 0.299 -0.191 -0.64
H 5.889 -3.806 0.039 -0.200 -0.199 -0.064 0.32
H 5.072 -4.527 -1.077 -0.061 -0.098 0.252 0.32
```
Positions in Å, forces in eV/Å.

***

(2)
ORCA calculation (the ωB97M-V functional and the def2-TZVPD basis) on 3 unconnected molecules or ions with the total composition C3H12N2O3 in a non-equilibrium geometry.

Orbital gap (alpha / beta) in eV: 7.721 / 5.356
⟨S²⟩: 0.76
Spin multiplicity: 2
Total charge: -1
Largest force on an atom in eV Å⁻¹: 3.6

```
20
Properties=species:S:1:pos:R:3:forces:R:3:mulliken_charge:R:1
N 0.112 -1.322 0.103 -1.478 1.789 -1.142 -0.54
C -0.214 0.154 -0.167 2.944 -1.324 -0.454 0.51
C -0.548 0.460 -1.687 0.452 1.212 -0.138 -1.18
C -1.365 0.704 0.779 -1.517 -1.698 1.722 0.00
N -2.532 -0.271 0.946 0.545 -0.542 1.930 -0.61
O -1.808 1.876 0.438 0.686 0.602 -0.213 -0.55
H 1.058 -1.610 0.363 0.179 1.081 0.499 0.31
H -0.555 -1.913 0.598 -0.312 0.899 -0.390 0.21
H 0.695 0.931 0.173 -2.070 -2.617 -1.243 0.16
H -1.302 -0.110 -2.260 0.016 -0.114 1.050 0.30
H -0.897 1.497 -1.551 -0.280 -0.117 -0.599 0.30
H 0.304 0.549 -2.430 -0.367 -0.484 1.569 0.26
H -3.316 0.234 0.565 -0.331 0.049 0.022 0.26
H -2.775 -0.510 1.982 0.821 0.839 -2.464 0.22
H 3.021 -1.097 1.896 -0.507 -0.002 -0.878 0.09
H 2.669 -0.273 -0.236 0.199 0.079 0.561 0.38
O 2.404 -1.060 1.136 1.401 0.033 1.004 -1.04
H -0.737 0.667 1.716 -0.542 0.318 -0.312 0.34
H 3.267 0.841 -1.283 -0.342 -0.620 0.502 0.24
O 2.520 0.252 -1.083 0.503 0.616 -1.026 -0.63
```
Positions in Å, forces in eV/Å.